Entry 1:
Molecular formula: C22H30AlF3NO9S
Method: DFT, ωB97M-V/def2-TZVPD

Calculated values
LUMO = 2.04 eV
Kohn-Sham gap = 7.31 eV
HOMO energy = -5.27 eV

Geometry as ORCA input:
```
! RIJCOSX wB97M-V def2-TZVPD def2/J DEFGRID3
* xyz -1 1
C -1.70 2.30 2.29
C -2.71 1.67 2.03
Al -4.42 0.65 1.67
C -4.43 -1.18 2.51
C -3.04 -1.82 2.83
C -2.49 -2.62 1.63
C -3.32 -3.92 1.43
C -1.01 -3.05 1.85
C -0.27 -3.38 0.53
C 1.06 -2.66 0.32
C 1.38 -1.45 0.83
C 0.33 -0.33 0.81
C 2.70 -1.11 1.49
N -5.87 1.76 2.39
C -5.63 2.88 2.09
S -5.43 4.37 1.45
H -0.75 2.58 2.71
H -4.72 0.50 0.09
H -4.97 -1.87 1.84
H -5.01 -1.18 3.45
H -3.17 -2.54 3.66
H -2.34 -1.05 3.19
H -2.57 -2.04 0.70
H -4.28 -3.87 1.96
H -3.53 -4.08 0.37
H -2.77 -4.80 1.78
H -0.99 -3.95 2.48
H -0.53 -2.26 2.44
H -0.05 -4.45 0.44
H -0.93 -3.16 -0.33
H 1.84 -3.17 -0.27
H -0.52 -0.63 0.18
H 0.78 0.58 0.43
H -0.08 -0.19 1.81
H 3.55 -1.59 0.99
H 2.63 -1.41 2.55
H 2.84 -0.03 1.49
C 2.35 -0.88 -2.39
C 2.45 -2.24 -1.74
O 3.68 -2.16 -1.03
C 3.86 -0.85 -0.71
O 4.64 -0.46 0.09
O 3.03 -0.06 -1.43
F 2.53 -3.23 -2.66
H 2.87 -0.84 -3.34
H 1.33 -0.55 -2.53
H 1.64 -2.46 -1.04
C 0.69 3.08 -4.17
C 0.24 2.96 -5.60
O 0.97 1.83 -6.06
C 1.20 1.04 -4.98
O 1.56 -0.09 -5.02
O 0.96 1.72 -3.83
F 0.58 4.04 -6.34
H 1.61 3.67 -4.09
H -0.06 3.51 -3.52
H -0.83 2.76 -5.72
C 2.86 2.68 0.55
C 2.97 4.14 0.17
O 1.83 4.70 0.78
C 1.55 3.93 1.88
O 0.82 4.21 2.76
O 2.23 2.76 1.82
F 2.88 4.31 -1.18
H 2.23 2.11 -0.13
H 3.83 2.19 0.63
H 3.87 4.63 0.53
*
```

Just the natural (NBO) charges please, in e? Sure, here they are: C -0.372; C -0.481; Al 1.416; C -0.972; C -0.392; C -0.211; C -0.616; C -0.390; C -0.436; C -0.252; C 0.059; C -0.647; C -0.665; N -0.732; C 0.205; S -0.228; H 0.225; H -0.420; H 0.201; H 0.211; H 0.176; H 0.203; H 0.200; H 0.216; H 0.201; H 0.189; H 0.197; H 0.211; H 0.217; H 0.209; H 0.190; H 0.218; H 0.207; H 0.240; H 0.239; H 0.229; H 0.201; C -0.126; C 0.386; O -0.508; C 0.994; O -0.593; O -0.503; F -0.341; H 0.214; H 0.218; H 0.205; C -0.132; C 0.443; O -0.491; C 0.973; O -0.573; O -0.484; F -0.325; H 0.208; H 0.224; H 0.160; C -0.142; C 0.447; O -0.493; C 0.969; O -0.545; O -0.483; F -0.337; H 0.214; H 0.223; H 0.149

Entry 2:
Molecular formula: C22H30AuBrN2O2
Method: DFT, ωB97M-V/def2-TZVPD

Calculated values
LUMO = -9.16 eV
Kohn-Sham gap = 5.16 eV
HOMO energy = -14.32 eV

Geometry as ORCA input:
```
! RIJCOSX wB97M-V def2-TZVPD def2/J DEFGRID3
* xyz 2 1
Au -1.46 -1.17 1.78
C -3.30 -0.69 5.93
C -3.18 -1.05 4.48
O -2.30 -0.54 3.78
N -4.09 -1.92 4.01
C -4.27 -2.26 2.60
C -3.43 -3.44 2.14
C -3.94 -4.73 2.17
C -3.15 -5.79 1.77
C -1.85 -5.53 1.35
C -1.41 -4.22 1.33
N -2.18 -3.20 1.72
H -2.43 -0.13 6.24
H -3.40 -1.58 6.55
H -4.19 -0.07 6.09
H -4.76 -2.29 4.67
H -4.05 -1.39 1.99
H -5.32 -2.50 2.45
H -4.96 -4.89 2.50
H -3.53 -6.80 1.78
H -1.19 -6.32 1.02
H -0.41 -3.98 1.00
C 5.06 2.90 -0.80
C 4.40 2.02 -1.89
C 4.29 2.82 -3.19
C 5.27 0.76 -2.13
C 3.09 1.55 -1.36
C 3.08 0.81 -0.13
C 1.92 0.37 0.37
Br 1.82 -0.61 1.94
C 0.62 0.61 -0.35
O -0.39 0.07 0.04
C 0.64 1.48 -1.59
C 1.87 1.85 -2.03
C -0.61 1.90 -2.34
C -1.94 1.62 -1.63
C -0.59 1.13 -3.68
C -0.53 3.42 -2.62
H 6.02 3.24 -1.19
H 5.25 2.36 0.12
H 4.46 3.78 -0.58
H 5.29 3.11 -3.51
H 3.71 3.73 -3.07
H 3.86 2.22 -4.00
H 6.23 1.10 -2.52
H 4.82 0.10 -2.88
H 5.46 0.19 -1.22
H 4.01 0.60 0.39
H 1.93 2.43 -2.94
H -2.15 0.55 -1.55
H -2.73 2.07 -2.23
H -1.98 2.06 -0.64
H -0.62 0.05 -3.53
H 0.30 1.38 -4.28
H -1.47 1.42 -4.25
H -0.51 3.99 -1.69
H -1.42 3.71 -3.17
H 0.33 3.70 -3.22
*
```

Just the natural (NBO) charges please, in e? Sure, here they are: Au 0.844; C -0.711; C 0.719; O -0.726; N -0.584; C -0.264; C 0.204; C -0.224; C -0.113; C -0.232; C 0.061; N -0.574; H 0.258; H 0.246; H 0.257; H 0.420; H 0.226; H 0.243; H 0.241; H 0.248; H 0.251; H 0.213; C -0.588; C -0.153; C -0.618; C -0.587; C 0.366; C -0.227; C -0.102; Br 0.242; C 0.479; O -0.468; C 0.173; C -0.256; C -0.101; C -0.606; C -0.589; C -0.596; H 0.251; H 0.217; H 0.228; H 0.250; H 0.223; H 0.222; H 0.252; H 0.227; H 0.217; H 0.257; H 0.252; H 0.222; H 0.235; H 0.216; H 0.219; H 0.215; H 0.244; H 0.224; H 0.243; H 0.211

Entry 3:
Molecular formula: C22H30BN3O4
Method: DFT, ωB97M-V/def2-TZVPD

Calculated values
LUMO = -7.68 eV
Kohn-Sham gap = 5.60 eV
HOMO energy = -13.28 eV

Geometry as ORCA input:
```
! RIJCOSX wB97M-V def2-TZVPD def2/J DEFGRID3
* xyz 2 1
C 5.60 -3.49 -0.20
C 4.44 -2.77 -0.94
O 3.97 -1.62 -0.25
C 4.70 -0.44 -0.57
C 3.77 0.78 -0.46
C 2.83 0.79 -1.68
C 1.49 1.54 -1.45
C 0.76 1.03 -0.18
N -0.65 0.62 -0.39
C -1.12 -0.39 0.38
C -2.41 -0.83 0.31
C -3.29 -0.20 -0.58
C -4.70 -0.71 -0.62
C -5.49 -0.58 0.52
C -6.77 -1.07 0.51
N -7.24 -1.67 -0.59
O -8.51 -2.18 -0.57
B -8.43 -3.60 -0.19
O -8.66 -4.55 -1.14
O -8.21 -3.96 1.12
C -6.52 -1.79 -1.71
C -5.24 -1.32 -1.75
C -2.80 0.82 -1.38
C -1.49 1.20 -1.24
H 6.58 -3.17 -0.57
H 5.54 -4.57 -0.38
H 5.55 -3.26 0.87
H 3.63 -3.50 -1.02
H 4.75 -2.56 -1.98
H 5.20 -0.50 -1.54
H 5.46 -0.31 0.22
H 3.26 0.67 0.51
H 4.38 1.68 -0.39
H 2.64 -0.21 -2.10
H 3.33 1.36 -2.48
H 0.89 1.47 -2.37
H 1.76 2.59 -1.30
H 0.86 1.78 0.61
H 1.29 0.14 0.19
H -0.44 -0.86 1.07
H -2.74 -1.64 0.96
H -5.10 -0.09 1.41
H -7.41 -0.99 1.38
H -7.84 -4.93 -1.48
H -7.26 -4.03 1.32
H -6.98 -2.30 -2.55
H -4.64 -1.42 -2.65
H -3.46 1.32 -2.08
H -1.14 2.01 -1.88
N 4.20 3.64 1.15
C 5.07 4.54 1.59
C 5.09 5.02 2.89
C 4.15 4.54 3.78
C 3.23 3.60 3.34
C 3.30 3.18 2.03
H 5.79 4.90 0.86
H 5.82 5.76 3.20
H 4.13 4.89 4.81
H 2.48 3.19 4.01
H 2.61 2.44 1.64
*
```

Just the natural (NBO) charges please, in e? Sure, here they are: C -0.647; C -0.065; O -0.558; C -0.061; C -0.444; C -0.396; C -0.430; C -0.243; N -0.235; C 0.104; C -0.211; C 0.033; C 0.042; C -0.202; C 0.076; N 0.025; O -0.487; B 1.329; O -0.899; O -0.904; C 0.067; C -0.200; C -0.219; C 0.126; H 0.212; H 0.221; H 0.221; H 0.176; H 0.169; H 0.180; H 0.185; H 0.188; H 0.259; H 0.210; H 0.231; H 0.213; H 0.239; H 0.251; H 0.246; H 0.260; H 0.259; H 0.269; H 0.287; H 0.521; H 0.512; H 0.282; H 0.271; H 0.266; H 0.264; N -0.443; C 0.044; C -0.242; C -0.158; C -0.250; C 0.018; H 0.204; H 0.236; H 0.230; H 0.218; H 0.152

Entry 4:
Molecular formula: C22H30Br3N4O3Zr
Method: DFT, ωB97M-V/def2-TZVPD

Calculated values
LUMO = -9.58 eV
Energy relative to the best compared isomer or geometry (same formula, charge and spin) = 25.7 kcal/mol
Kohn-Sham gap = 7.92 eV
HOMO energy = -17.50 eV

Geometry as ORCA input:
```
! RIJCOSX wB97M-V def2-TZVPD def2/J DEFGRID3
* xyz 3 1
Zr -1.06 0.00 1.10
Br 1.51 2.04 1.19
C 0.26 2.48 2.57
C 0.32 3.59 3.38
C -0.72 3.75 4.30
C -1.77 2.83 4.33
C -1.73 1.76 3.45
N -0.70 1.57 2.60
C -2.81 0.69 3.25
O -3.59 0.38 4.11
O -2.73 0.17 2.06
H 1.12 4.31 3.31
H -0.71 4.59 4.98
H -2.60 2.95 5.01
Br -2.81 -2.24 0.45
C -2.96 -2.60 2.35
Br -1.26 -2.14 3.14
H -3.17 -3.65 2.51
H -3.73 -1.95 2.78
C 1.36 2.43 -2.48
N 0.65 1.47 -3.35
C 1.60 0.79 -4.26
C -0.17 0.51 -2.54
C -1.39 1.22 -1.97
C -2.26 1.81 -2.89
C -3.34 2.57 -2.46
C -3.51 2.78 -1.10
C -2.67 2.16 -0.19
C -1.59 1.33 -0.58
H 1.83 3.21 -3.07
H 2.13 1.90 -1.92
H 0.66 2.88 -1.78
H -0.01 2.00 -3.93
H 2.27 0.16 -3.69
H 2.20 1.52 -4.80
H 1.07 0.18 -4.99
H 0.47 0.12 -1.74
H -0.48 -0.30 -3.21
H -2.14 1.65 -3.95
H -4.02 2.99 -3.17
H -4.32 3.41 -0.75
H -2.86 2.37 0.87
C 2.46 -1.33 2.27
N 2.36 -2.12 1.06
C 3.46 -3.05 0.87
C 3.55 -3.52 -0.57
C 2.18 -3.95 -1.04
N 1.21 -2.87 -0.81
C 0.06 -2.92 -1.68
C 1.31 -2.06 0.24
O 0.39 -1.15 0.44
H 3.21 -0.54 2.16
H 2.77 -1.97 3.09
H 1.49 -0.88 2.53
H 3.33 -3.91 1.54
H 4.39 -2.54 1.15
H 4.25 -4.35 -0.65
H 3.92 -2.71 -1.21
H 1.84 -4.84 -0.51
H 2.19 -4.17 -2.11
H 0.39 -2.92 -2.72
H -0.61 -2.08 -1.50
H -0.49 -3.86 -1.50
*
```

Just the natural (NBO) charges please, in e? Sure, here they are: Zr 2.038; Br 0.200; C 0.205; C -0.244; C -0.057; C -0.181; C 0.143; N -0.661; C 0.757; O -0.474; O -0.878; H 0.280; H 0.274; H 0.286; Br 0.227; C -0.481; Br 0.196; H 0.279; H 0.283; C -0.427; N -0.343; C -0.425; C -0.253; C 0.041; C -0.254; C -0.134; C -0.181; C -0.155; C -0.653; H 0.258; H 0.218; H 0.246; H 0.449; H 0.225; H 0.257; H 0.247; H 0.222; H 0.238; H 0.218; H 0.254; H 0.252; H 0.217; C -0.391; N -0.375; C -0.219; C -0.426; C -0.220; N -0.380; C -0.400; C 0.823; O -0.871; H 0.228; H 0.245; H 0.194; H 0.227; H 0.241; H 0.272; H 0.218; H 0.225; H 0.239; H 0.224; H 0.202; H 0.235